[1]
DFT (the ωB97M-V functional and the def2-TZVPD basis) results for 14 unconnected molecules or ions with the total composition C52H84O32.

Properties
calculated total energy = -120804.3569 eV
E_LUMO = -0.038 eV
energy relative to the best compared isomer or geometry (same formula, charge and spin) = 0.0 kcal per mole
orbital gap = 9.79 eV

```
168
Properties=species:S:1:pos:R:3:mulliken_charge:R:1
O -2.7027 -26.0783 -9.9392 -0.531
H -3.7266 -20.3883 -17.3481 0.155
H -3.9361 -17.8192 -18.7955 0.576
O -2.6630 -21.1785 -14.1325 -0.027
O -2.4001 -26.9276 -16.0529 -0.415
H -3.1710 -18.5099 -11.4213 0.169
H -0.4608 -20.8055 -19.8852 -0.523
C -0.0732 -23.4927 -18.3568 0.798
H -1.0659 -23.1994 -18.0152 -0.043
O 0.6928 -20.1690 -10.5983 -0.359
O -5.5270 -25.1584 -13.2659 -0.070
O -4.4107 -26.7666 -16.8956 -0.697
C -3.8817 -18.5916 -12.2437 0.239
H 4.3015 -25.5393 -14.3582 0.428
H -2.5233 -22.9991 -13.2296 -0.520
C 2.2852 -19.7268 -12.3253 -0.144
O -5.3948 -15.6013 -12.9831 -0.667
H -8.1080 -23.9210 -15.2517 0.002
C -7.9802 -23.3349 -17.3960 -0.944
C -1.3374 -26.0525 -15.6542 -0.492
H 0.4286 -22.5274 -18.4238 -0.961
H 2.7104 -20.2123 -10.2444 0.388
C -2.3176 -16.7144 -15.5935 -0.361
C -1.4121 -21.0026 -14.4774 0.048
H 0.4729 -24.0838 -17.6217 0.310
H -6.3101 -23.3172 -18.7146 0.287
H -10.0688 -21.6316 -12.2618 0.368
O -5.8516 -22.5928 -16.8060 0.184
H -7.9078 -23.2673 -13.0509 -0.793
H 1.7856 -22.6663 -13.8922 -0.899
C -9.0059 -21.4044 -12.3432 -0.365
C -1.7723 -25.3562 -10.1108 0.594
H -0.6841 -17.9035 -15.2834 -1.271
H -4.0708 -18.6102 -20.9679 0.302
C 2.7476 -23.0430 -15.6613 0.068
C 2.7056 -17.3724 -15.7461 -0.251
O -0.9688 -25.9099 -19.4703 -0.586
H 0.6303 -19.8570 -15.9506 -0.012
C -3.3671 -18.7343 -18.9593 0.414
H -0.7420 -26.3562 -14.7932 0.337
H -2.8062 -21.7472 -12.1038 0.395
C -3.9219 -20.0174 -18.3543 -0.275
H 1.4705 -20.2833 -18.7527 -0.506
H -7.9694 -26.8343 -16.2945 0.279
H 0.2560 -26.7042 -22.8268 0.258
O 1.5401 -17.7387 -16.4568 0.141
H -2.3159 -18.5370 -20.8891 0.334
O 0.2527 -19.3891 -21.2294 -0.283
C -0.4354 -15.8635 -14.5112 0.233
C -3.4092 -21.1036 -19.4253 0.493
H -0.0598 -26.5632 -7.9518 0.298
H -4.9728 -20.1069 -18.6296 0.353
H 3.3335 -19.5186 -12.5394 0.639
C -0.4103 -25.0800 -20.1715 0.741
O -0.2636 -25.1685 -21.4633 -0.326
H -0.9444 -22.3100 -10.6675 0.151
H -0.9239 -27.7107 -9.0168 0.324
O -9.1481 -19.7835 -10.5112 -0.626
H -5.6437 -19.8033 -12.1178 -1.017
H -3.3059 -17.0975 -15.3396 0.312
C 1.4455 -18.7775 -21.2532 0.352
H -3.6721 -19.4740 -12.8483 -0.350
H -2.4080 -24.6049 -14.4329 -1.179
C -3.1960 -19.0146 -20.4586 -0.641
C 0.3269 -19.0993 -11.3055 0.278
O 0.1216 -23.8909 -19.7252 -0.235
H -2.4439 -18.5359 -18.4147 -0.725
H -6.6913 -23.1875 -10.5906 0.357
H 1.9280 -17.7967 -11.5205 0.409
O -0.8249 -18.6766 -11.3133 -0.536
C 0.3478 -20.6288 -20.5944 0.541
H 4.3001 -16.1090 -16.5166 0.343
H -6.2345 -22.0028 -11.8158 -0.485
H 0.1949 -23.4503 -10.3455 0.470
C -7.5985 -27.1159 -15.3090 -0.868
H 2.0758 -21.6568 -11.1738 0.229
H -0.4465 -19.6530 -17.2948 -0.206
O -3.2447 -22.3345 -19.4108 -0.595
C -3.4484 -26.1720 -16.4468 0.289
H 1.9683 -25.6225 -14.5954 0.257
O -1.8799 -24.0927 -10.6626 -0.183
H -8.8431 -22.4054 -15.5958 0.424
H 2.3970 -16.5594 -15.0889 0.356
H -8.3380 -22.4957 -17.9925 0.289
H -6.9092 -27.9326 -15.5236 0.322
H -1.3171 -26.0473 -23.0358 0.261
C 2.0204 -20.5817 -11.0031 -0.595
C -6.3406 -26.1822 -13.5249 0.480
H -8.5392 -24.2316 -17.6638 0.392
C 1.4231 -18.5263 -12.1537 0.802
O -6.9989 -26.0180 -14.6874 -0.095
O 2.6930 -22.2653 -16.6022 -0.396
C 2.4776 -19.6631 -20.6596 -0.302
H 0.3818 -21.4892 -21.2628 0.231
C 2.7744 -16.3768 -17.9025 -0.551
O 0.6417 -15.5160 -13.9538 -0.724
C 1.7521 -23.4542 -14.6447 2.624
H -2.1219 -16.8086 -16.6616 0.007
H 3.1844 -18.1032 -15.0943 0.028
H -3.0838 -24.2861 -17.2843 -0.151
C 3.6379 -16.9276 -16.7986 -0.658
H -2.9011 -14.6504 -16.1118 0.427
C -0.2634 -20.2721 -16.4165 0.610
C 1.4497 -17.1362 -17.5873 0.279
H 2.9090 -20.2151 -21.4947 0.291
H 0.7627 -23.5298 -15.0959 -1.084
C -2.4602 -15.2199 -15.2937 -0.700
O 0.4007 -17.2588 -18.1481 -0.653
C 3.8749 -24.5367 -14.3273 -0.618
C -0.7103 -23.3384 -10.9424 -0.678
H -0.7426 -25.9564 -16.5626 0.315
C -0.6032 -26.3376 -22.2650 -0.686
H 4.1895 -17.7992 -17.1510 0.286
O -6.3353 -27.1951 -12.8565 -0.612
O 1.6819 -17.7319 -21.7727 -0.632
O -2.9740 -20.4175 -20.5728 -0.383
H -6.1390 -24.5799 -17.5002 0.028
C -8.2910 -22.7469 -12.1732 0.485
H -3.5369 -26.0205 -13.0078 0.525
H 2.0497 -24.7782 -13.0092 0.337
O -0.4464 -21.5393 -13.8618 -0.024
H -8.7167 -20.9021 -13.2664 0.185
O -1.4299 -20.4500 -15.6506 0.508
C -5.1348 -16.7647 -12.7090 0.206
H 4.3751 -24.0220 -13.5069 0.244
C -0.2178 -26.8811 -8.9824 -0.775
C -7.0708 -22.3979 -11.2392 0.434
H 2.6313 -15.2972 -17.8579 0.397
C -5.2565 -18.8887 -11.6687 0.779
H -3.0951 -15.0225 -14.4299 0.233
H 3.1557 -19.0401 -20.0765 0.177
C -3.2255 -24.6754 -16.2761 1.274
C -1.9975 -24.7198 -15.4361 2.528
O -3.9835 -17.3200 -12.8990 -0.153
C -1.2095 -17.1431 -14.7056 2.381
H -4.1068 -24.2445 -15.8011 -0.778
H -8.9396 -23.4362 -11.6325 0.523
H -6.7993 -17.3405 -11.3417 0.386
H -5.3573 -19.0716 -10.5989 0.564
O -1.0710 -14.8747 -15.1080 -0.422
C -6.7198 -22.2323 -15.7436 0.205
H 1.9335 -20.3381 -13.1564 -0.307
H -1.3663 -23.8607 -15.6632 -1.030
H 0.9214 -18.1262 -13.0348 -0.836
C -8.5436 -20.7343 -11.0291 0.389
H -6.6956 -18.1185 -12.9576 0.236
C -6.4628 -23.5517 -17.6611 -0.061
O -6.3616 -21.4658 -14.8706 -0.434
C 2.3364 -24.7471 -14.0603 -0.554
H 2.1165 -21.5528 -19.6335 0.454
C -4.2811 -25.3486 -12.5803 -1.127
C -8.0043 -23.0391 -15.8839 -0.171
H -1.3213 -17.3873 -13.6492 -0.036
H -0.4576 -23.5166 -11.9876 0.378
O -0.4736 -25.6873 -9.7455 -0.313
H -4.5132 -25.8708 -11.6520 0.678
O 3.9055 -23.7756 -15.5071 -0.429
C -3.0590 -22.0564 -13.1180 0.252
H -1.0780 -27.1293 -21.6854 0.326
H 0.0234 -21.2640 -16.7660 -0.812
C -6.1312 -17.7279 -12.1109 -0.581
H -4.1412 -22.1697 -13.1808 -0.090
C 1.6507 -20.5792 -19.7862 0.233
H 0.7400 -27.3082 -9.2798 0.269
H -8.4661 -27.5439 -14.8068 0.335
H 3.2356 -16.6618 -18.8482 0.249
H -3.8295 -24.4070 -12.2681 0.029
O -7.4397 -21.3100 -10.4863 -0.377
```

[2]
DFT (the ωB97M-V functional and the def2-TZVPD basis) results for a molecular structure, C21H15Cl7N4O4Sc.

Properties
calculated total energy = -144526.8231 eV
E_LUMO = -4.641 eV
energy relative to the best compared isomer or geometry (same formula, charge and spin) = 0.0 kcal per mole
orbital gap = 7.16 eV
total charge = +1

```
52
Properties=species:S:1:pos:R:3:mulliken_charge:R:1
H 2.1955 1.7506 0.2210 0.278
O 2.9652 -4.8821 3.1794 -0.457
C -0.9899 -0.2503 -3.1535 0.670
H -2.8786 2.4859 -4.9781 0.427
Cl -2.2915 3.8006 2.7815 -0.096
C -2.3638 3.9178 1.0419 -0.113
H 2.3208 0.6242 -0.9834 0.367
H 2.6401 -4.0295 3.4902 0.308
C 0.4213 1.6358 2.8430 0.919
C -2.0768 1.7734 -3.1274 -0.041
H -1.3893 4.1363 0.6218 0.000
Cl -2.1373 -0.8135 1.0987 -0.124
N -1.4243 0.8205 -2.4673 0.234
H -2.0793 0.4923 -6.2521 0.455
Cl -0.8024 0.0169 6.2737 -0.154
H -3.1104 4.6449 0.7476 0.446
C 1.9060 -4.0256 1.1602 0.753
C -0.6183 0.3765 4.6102 0.644
N 1.8741 2.4407 -1.6606 -0.425
C -2.3405 1.6866 -4.4895 -0.960
H 2.7907 2.8466 -1.7945 0.285
C -1.1816 0.0172 2.3315 1.178
O 0.9381 4.4402 -2.1990 -0.622
C 0.4318 -3.4131 -0.6426 -0.563
H -2.3814 2.6351 -2.5492 0.472
C -1.1984 -0.4092 -4.5090 -0.888
Cl 1.2001 2.2226 5.3691 -0.154
C -1.8959 0.5822 -5.1901 -0.341
H 2.8146 -2.3720 2.2081 0.391
H 0.0319 -2.1718 -2.8872 0.571
C 1.5293 -1.7062 0.6470 0.218
C 2.5575 -5.1468 1.9253 0.588
C 0.2878 1.3623 4.2009 -0.274
Cl -2.4983 -1.5196 4.1358 -0.179
H -0.2771 -3.7177 -1.4017 0.535
Cl -2.9011 2.3535 0.3006 -0.041
N 1.7948 1.4315 -0.6640 -0.267
C -0.3028 0.9718 1.8649 -0.322
C -1.3768 -0.3158 3.6647 -0.634
O -0.2273 2.9480 -0.9770 -0.067
H -0.8219 -1.2846 -5.0206 0.452
H 0.8719 -5.4325 -0.0642 0.462
C 0.8261 3.3901 -1.6306 0.419
C 2.1388 -2.6824 1.4204 -1.375
N 0.0705 -1.0286 -1.1629 0.365
C -0.2399 -1.2470 -2.3807 -0.358
Cl 1.5196 2.8991 2.3440 -0.210
H 1.7039 -0.6633 0.8787 0.050
O 2.7151 -6.2269 1.4404 -0.509
Sc -0.4813 1.0836 -0.3382 -0.651
C 0.6903 -2.0661 -0.3985 0.428
C 1.0500 -4.3822 0.1217 -1.086
```

Please write out number 2 again, unchanged.
DFT (the ωB97M-V functional and the def2-TZVPD basis) results for a molecular structure, C21H15Cl7N4O4Sc.

Properties
calculated total energy = -144526.8231 eV
E_LUMO = -4.641 eV
energy relative to the best compared isomer or geometry (same formula, charge and spin) = 0.0 kcal per mole
orbital gap = 7.16 eV
total charge = +1

```
52
Properties=species:S:1:pos:R:3:mulliken_charge:R:1
H 2.1955 1.7506 0.2210 0.278
O 2.9652 -4.8821 3.1794 -0.457
C -0.9899 -0.2503 -3.1535 0.670
H -2.8786 2.4859 -4.9781 0.427
Cl -2.2915 3.8006 2.7815 -0.096
C -2.3638 3.9178 1.0419 -0.113
H 2.3208 0.6242 -0.9834 0.367
H 2.6401 -4.0295 3.4902 0.308
C 0.4213 1.6358 2.8430 0.919
C -2.0768 1.7734 -3.1274 -0.041
H -1.3893 4.1363 0.6218 0.000
Cl -2.1373 -0.8135 1.0987 -0.124
N -1.4243 0.8205 -2.4673 0.234
H -2.0793 0.4923 -6.2521 0.455
Cl -0.8024 0.0169 6.2737 -0.154
H -3.1104 4.6449 0.7476 0.446
C 1.9060 -4.0256 1.1602 0.753
C -0.6183 0.3765 4.6102 0.644
N 1.8741 2.4407 -1.6606 -0.425
C -2.3405 1.6866 -4.4895 -0.960
H 2.7907 2.8466 -1.7945 0.285
C -1.1816 0.0172 2.3315 1.178
O 0.9381 4.4402 -2.1990 -0.622
C 0.4318 -3.4131 -0.6426 -0.563
H -2.3814 2.6351 -2.5492 0.472
C -1.1984 -0.4092 -4.5090 -0.888
Cl 1.2001 2.2226 5.3691 -0.154
C -1.8959 0.5822 -5.1901 -0.341
H 2.8146 -2.3720 2.2081 0.391
H 0.0319 -2.1718 -2.8872 0.571
C 1.5293 -1.7062 0.6470 0.218
C 2.5575 -5.1468 1.9253 0.588
C 0.2878 1.3623 4.2009 -0.274
Cl -2.4983 -1.5196 4.1358 -0.179
H -0.2771 -3.7177 -1.4017 0.535
Cl -2.9011 2.3535 0.3006 -0.041
N 1.7948 1.4315 -0.6640 -0.267
C -0.3028 0.9718 1.8649 -0.322
C -1.3768 -0.3158 3.6647 -0.634
O -0.2273 2.9480 -0.9770 -0.067
H -0.8219 -1.2846 -5.0206 0.452
H 0.8719 -5.4325 -0.0642 0.462
C 0.8261 3.3901 -1.6306 0.419
C 2.1388 -2.6824 1.4204 -1.375
N 0.0705 -1.0286 -1.1629 0.365
C -0.2399 -1.2470 -2.3807 -0.358
Cl 1.5196 2.8991 2.3440 -0.210
H 1.7039 -0.6633 0.8787 0.050
O 2.7151 -6.2269 1.4404 -0.509
Sc -0.4813 1.0836 -0.3382 -0.651
C 0.6903 -2.0661 -0.3985 0.428
C 1.0500 -4.3822 0.1217 -1.086
```

Question: calculated total energy of number 2 (C21H15Cl7N4O4Sc)?
Answer: -144526.8231 eV